1.
Formula: H2
Source: the OMol25 dataset
Level of theory: ωB97M-V with the def2-TZVPD basis set

Atoms and positions in Å:
1 H 0.0000 0.0000 0.8416
2 H 0.0000 0.0000 -0.8416

Its HOMO energy (alpha / beta) is 0.2 / -1.8 eV. The calculation puts the LUMO energy (alpha / beta) at 10.52 / 7.06 eV. Its charge is -1. Its multiplicity is 2. The calculation puts the energy at -1.0334 Ha.

Which charges does Löwdin predict for the atoms? In e, they are: -0.50 -0.50

***

2.
Formula: C2H3O2
Source: the OMol25 dataset
Level of theory: ωB97M-V with the def2-TZVPD basis set

Atoms and positions in Å:
1 C 1.2174 -0.4840 -0.0353
2 C -1.1265 0.3918 0.0365
3 O 1.7290 0.5427 0.0138
4 O -0.3833 -0.5778 0.0581
5 H 1.5278 -1.5243 -0.1303
6 H -2.2098 0.2257 0.1058
7 H -0.7547 1.4259 -0.0485

Its HOMO energy is -18.2 eV. The calculation puts the LUMO energy at -6.90 eV. Its charge is +1. The calculation puts the energy at -228.1297 Ha.

Which charges does natural (NBO) predict for the atoms? In e, they are: 0.67 0.42 -0.34 -0.41 0.23 0.22 0.21

***

3.
Formula: C3H4O2
Source: the OMol25 dataset
Level of theory: ωB97M-V with the def2-TZVPD basis set

Atoms and positions in Å:
1 C -0.5990 -0.7993 0.0327
2 C -1.2848 0.3286 -0.1428
3 C 0.6206 0.0100 0.3365
4 O -0.1971 1.2142 -0.0463
5 O 1.9041 -0.1232 -0.2058
6 H -0.9231 -1.7976 -0.0297
7 H -2.2628 0.5837 -0.2395
8 H 0.8760 0.1696 1.3278
9 H 1.8659 0.4138 -1.0328

Its HOMO energy is -9.3 eV. The calculation puts the LUMO energy at 0.96 eV. Its charge is 0. The calculation puts the energy at -267.0980 Ha.

Which charges does natural (NBO) predict for the atoms? In e, they are: -0.37 0.16 0.36 -0.52 -0.69 0.22 0.19 0.17 0.48